Computed, not measured: a cluster of 2 separate species, C8H11NO in total in a non-equilibrium geometry, with the ωB97M-V functional and the def2-TZVPD basis.

ORCA input file:
```
! RIJCOSX wB97M-V def2-TZVPD def2/J DEFGRID3
* xyz 0 1
C 1.58 -1.35 2.30
C 1.95 -0.81 1.15
C 1.14 -0.96 0.02
C -0.02 -1.66 0.23
C -0.35 -2.52 1.33
C 0.42 -2.18 2.40
H 2.14 -0.93 3.14
H 2.87 -0.21 1.15
H 1.06 -0.40 -1.03
H -0.63 -1.42 -0.72
H -1.30 -3.18 1.13
H 0.40 -2.66 3.48
C -1.27 2.95 -2.45
C -0.78 1.53 -1.85
N -0.76 1.34 -0.41
O -0.44 0.58 -2.63
H -0.33 3.30 -2.67
H -1.71 3.61 -1.66
H -2.13 2.81 -3.19
H -0.34 0.49 -0.07
H -1.49 1.67 0.35
*
```

As for the molecular weight: 137.2 Da. As for the orbital gap: 10.118 eV. Its energy relative to the best compared isomer or geometry (same formula, charge and spin) is 286.8 kJ/mol. As for the highest occupied orbital energy: -9.310 eV.


Computed, not measured: a cluster of 2 separate species, C5H9N in total, with the ωB97M-V functional and the def2-TZVPD basis.

ORCA input file:
```
! RIJCOSX wB97M-V def2-TZVPD def2/J DEFGRID3
* xyz 0 1
C 1.73 -0.20 1.56
C 1.77 -0.77 0.38
N 1.83 -1.30 -0.72
H 1.59 -0.81 2.45
H 1.83 0.87 1.66
H 0.89 -1.37 -1.14
C -1.34 -0.89 -0.89
C -1.18 0.10 -0.01
C -0.80 1.50 -0.38
H -1.20 -0.73 -1.96
H -1.64 -1.89 -0.58
H -1.35 -0.10 1.05
H -0.01 1.88 0.27
H -1.66 2.17 -0.28
H -0.45 1.56 -1.42
*
```

As for the molecular weight: 83.1 Da. As for the orbital gap: 10.200 eV. Its energy relative to the best compared isomer or geometry (same formula, charge and spin) is 204.3 kJ/mol. As for the highest occupied orbital energy: -9.146 eV.


Computed, not measured: a cluster of 10 separate species, C18H60O22P4 in total in a non-equilibrium geometry, with the ωB97M-V functional and the def2-TZVPD basis.

ORCA input file:
```
! RIJCOSX wB97M-V def2-TZVPD def2/J DEFGRID3
* xyz 0 1
C 3.22 -6.21 -1.90
O 3.61 -6.22 -3.26
P 5.08 -5.96 -3.75
O 5.74 -4.76 -3.23
O 4.84 -6.11 -5.29
C 5.83 -5.65 -6.23
O 5.89 -7.27 -3.32
C 5.41 -8.55 -3.71
H 2.63 -7.09 -1.63
H 2.62 -5.31 -1.75
H 4.07 -6.21 -1.22
H 6.75 -6.20 -6.10
H 5.98 -4.58 -6.13
H 5.41 -5.85 -7.22
H 5.05 -8.57 -4.74
H 4.60 -8.88 -3.05
H 6.24 -9.25 -3.61
C 4.82 1.88 2.24
O 3.94 3.02 2.14
P 3.65 3.85 3.43
O 3.10 3.16 4.59
O 2.74 4.99 2.85
C 1.93 5.81 3.68
O 5.01 4.59 3.78
C 5.69 5.36 2.80
H 4.20 0.99 2.29
H 5.45 1.93 3.13
H 5.44 1.85 1.34
H 1.97 5.49 4.72
H 0.89 5.70 3.38
H 2.22 6.85 3.60
H 6.43 4.74 2.28
H 6.20 6.20 3.26
H 5.01 5.72 2.03
C 1.44 0.17 0.70
O 0.07 -0.10 0.31
P -0.21 -0.20 -1.24
O 0.11 0.99 -2.04
O -1.72 -0.59 -1.34
C -2.77 0.34 -1.00
O 0.44 -1.52 -1.76
C 0.16 -2.76 -1.09
H 1.41 0.85 1.55
H 1.95 0.68 -0.11
H 1.89 -0.77 1.00
H -3.46 0.22 -1.84
H -2.50 1.39 -0.94
H -3.34 -0.04 -0.16
H 0.02 -2.64 -0.02
H 0.99 -3.44 -1.26
H -0.72 -3.22 -1.54
C -5.82 5.16 1.05
O -7.07 4.46 1.04
P -7.15 3.12 1.86
O -6.78 3.21 3.27
O -8.62 2.65 1.55
C -9.72 3.54 1.71
O -6.28 2.12 1.01
C -6.58 0.71 1.07
H -5.09 4.61 0.46
H -5.49 5.38 2.07
H -5.96 6.11 0.53
H -10.41 3.35 0.89
H -9.44 4.59 1.65
H -10.21 3.35 2.67
H -6.87 0.44 0.05
H -7.38 0.45 1.76
H -5.64 0.21 1.25
C -1.19 4.00 -0.81
O -2.40 3.69 -0.09
H -0.54 3.13 -0.89
H -1.47 4.43 -1.77
H -0.65 4.77 -0.25
H -2.23 2.94 0.49
C -4.04 2.63 -3.15
O -4.68 3.10 -1.99
H -2.99 2.35 -2.97
H -4.52 1.73 -3.54
H -3.96 3.37 -3.95
H -4.02 3.45 -1.38
C 2.61 -0.19 -4.08
O 1.41 0.36 -4.55
H 2.50 -0.69 -3.11
H 3.01 -0.93 -4.77
H 3.38 0.57 -3.91
H 0.79 0.43 -3.81
C 3.10 -0.17 4.82
O 4.19 -1.02 4.43
H 2.80 0.40 3.95
H 2.29 -0.78 5.22
H 3.47 0.50 5.60
H 4.48 -1.52 5.19
C 1.30 -3.22 3.02
O 1.55 -4.56 2.64
H 1.07 -3.20 4.08
H 2.13 -2.52 2.81
H 0.52 -2.83 2.37
H 1.93 -5.03 3.39
C -5.01 -2.91 0.12
O -5.51 -2.35 -1.09
H -5.79 -3.44 0.67
H -4.26 -3.67 -0.12
H -4.57 -2.10 0.69
H -5.59 -3.07 -1.73
*
```

As for the molecular weight: 752.6 Da. As for the orbital gap: 9.679 eV. Its energy relative to the best compared isomer or geometry (same formula, charge and spin) is 0.0 kJ/mol. As for the highest occupied orbital energy: -9.324 eV.


Computed, not measured: a cluster of 2 separate species, C5H7BrClN2 in total in a non-equilibrium geometry, with the ωB97M-V functional and the def2-TZVPD basis.

ORCA input file:
```
! RIJCOSX wB97M-V def2-TZVPD def2/J DEFGRID3
* xyz 1 1
C -0.89 2.05 0.96
C 0.00 1.26 1.79
C -0.41 0.09 -0.08
C 1.18 -0.96 1.45
C -0.32 -1.63 -3.11
N 0.34 0.15 1.05
N -1.16 1.22 -0.08
Cl 0.75 1.63 3.17
Br 0.73 -1.23 -4.55
H -1.26 3.01 1.22
H 1.13 -0.94 2.54
H 0.61 -1.90 0.99
H 2.14 -0.91 0.85
H -0.04 -1.13 -2.24
H -1.15 -2.35 -3.11
H -1.65 1.62 -0.83
*
```

As for the molecular weight: 210.5 Da. As for the orbital gap (spin up / spin down): 3.507 / 3.471 eV. Its energy relative to the best compared isomer or geometry (same formula, charge and spin) is 470.6 kJ/mol. As for the highest occupied orbital energy (spin up / spin down): -11.282 / -11.281 eV.


Computed, not measured: the molecule C3H8FP in a non-equilibrium geometry, with the ωB97M-V functional and the def2-TZVPD basis.

ORCA input file:
```
! RIJCOSX wB97M-V def2-TZVPD def2/J DEFGRID3
* xyz 0 1
C -0.90 -0.17 1.19
C 0.16 -0.19 0.13
C -0.25 -0.31 -1.31
F 0.67 -1.73 0.49
P 1.71 0.62 -0.01
H -1.43 -1.00 0.88
H -0.46 -0.36 2.12
H -1.40 0.74 1.32
H -1.05 0.40 -1.58
H -0.59 -1.30 -1.62
H 0.49 0.11 -1.94
H 1.89 1.38 1.12
H 1.16 1.81 -0.79
*
```

As for the molecular weight: 94.1 Da. As for the orbital gap: 10.705 eV. Its energy relative to the best compared isomer or geometry (same formula, charge and spin) is 231.0 kJ/mol. As for the highest occupied orbital energy: -9.829 eV.


Computed, not measured: a structure of composition C49H53IIrN4O4Se in a non-equilibrium geometry, with the ωB97M-V functional and the def2-TZVPD basis.

ORCA input file:
```
! RIJCOSX wB97M-V def2-TZVPD def2/J DEFGRID3
* xyz 1 1
Ir -0.05 -1.81 0.03
C -2.90 1.52 -3.96
C -3.15 0.15 -3.37
C -4.43 -0.49 -3.85
O -2.08 -0.74 -3.64
C -1.11 -0.53 -2.63
C -2.00 -0.29 -1.38
O -3.18 0.26 -1.94
C -1.52 0.62 -0.21
O -0.32 0.11 0.35
C -1.22 2.02 -0.74
C 0.02 2.30 -1.29
C 0.30 3.55 -1.82
C -0.67 4.54 -1.81
C -1.92 4.27 -1.26
C -2.19 3.02 -0.73
C -2.56 0.67 0.91
C -2.15 1.31 2.09
C -3.00 1.42 3.17
C -4.29 0.88 3.11
C -4.69 0.24 1.95
C -3.84 0.13 0.86
C -0.09 -1.69 -2.59
O 0.88 -1.31 -1.64
C 0.57 -1.85 -3.96
C -0.07 -2.51 -5.00
C 0.54 -2.62 -6.24
C 1.80 -2.07 -6.45
C 2.44 -1.41 -5.41
C 1.83 -1.30 -4.17
C -0.69 -3.05 -2.12
C -1.98 -3.51 -2.41
C -2.41 -4.74 -1.92
C -1.60 -5.52 -1.11
C -0.32 -5.08 -0.81
C 0.14 -3.87 -1.32
H -2.84 1.45 -5.05
H -1.97 1.94 -3.58
H -3.71 2.20 -3.69
H -4.36 -0.69 -4.92
H -5.27 0.18 -3.68
H -4.61 -1.42 -3.32
H -0.51 0.36 -2.86
H -2.25 -1.28 -0.94
H 0.77 1.51 -1.30
H 1.28 3.75 -2.25
H -0.45 5.52 -2.22
H -2.68 5.04 -1.25
H -3.17 2.82 -0.30
H -1.16 1.74 2.13
H -2.68 1.94 4.06
H -4.96 0.97 3.95
H -5.69 -0.18 1.89
H -4.19 -0.35 -0.04
H -1.05 -2.94 -4.86
H 0.03 -3.14 -7.05
H 2.28 -2.16 -7.42
H 3.42 -0.98 -5.57
H 2.33 -0.80 -3.36
H -2.63 -2.91 -3.03
H -3.40 -5.08 -2.18
H -1.96 -6.47 -0.73
H 0.34 -5.69 -0.19
H 1.18 -3.59 -1.20
I -3.46 -2.41 5.22
C -2.73 -2.61 3.31
C -3.26 -3.33 2.27
N -2.43 -3.18 1.22
N -1.37 -2.42 1.54
C -1.55 -2.05 2.80
H -4.16 -3.93 2.20
H -2.46 -3.64 0.32
H -0.84 -1.40 3.28
C 4.26 -0.05 4.40
C 3.25 -0.54 5.43
C 1.95 0.26 5.50
C 0.98 0.03 4.34
N 1.39 0.67 3.08
C 1.82 0.06 1.97
Se 1.76 -1.80 1.62
N 2.18 0.99 1.07
C 2.69 0.72 -0.29
C 4.17 0.35 -0.36
C 5.17 1.48 -0.17
C 5.44 1.88 1.27
C 1.95 2.24 1.61
C 2.09 3.52 1.08
C 1.73 4.57 1.89
C 1.23 4.37 3.19
C 1.09 3.10 3.71
C 1.46 2.04 2.89
H 5.23 -0.51 4.56
H 4.39 1.03 4.47
H 3.96 -0.28 3.37
H 3.71 -0.50 6.42
H 3.01 -1.60 5.25
H 2.17 1.32 5.59
H 1.40 -0.03 6.40
H -0.01 0.41 4.58
H 0.90 -1.04 4.14
H 2.50 1.63 -0.86
H 2.07 -0.06 -0.72
H 4.30 -0.08 -1.36
H 4.37 -0.47 0.34
H 4.85 2.35 -0.76
H 6.12 1.17 -0.62
H 4.56 2.28 1.78
H 6.21 2.65 1.32
H 5.79 1.02 1.85
H 2.46 3.68 0.07
H 1.82 5.58 1.51
H 0.95 5.23 3.78
H 0.69 2.95 4.71
*
```

As for the molecular weight: 1160.1 Da. As for the orbital gap: 6.816 eV. As for the highest occupied orbital energy: -10.642 eV.


Computed, not measured: the molecule C19H30N2O5, with the ωB97M-V functional and the def2-TZVPD basis.

ORCA input file:
```
! RIJCOSX wB97M-V def2-TZVPD def2/J DEFGRID3
* xyz 0 1
C 4.96 5.96 1.61
C 4.00 4.83 1.25
C 3.18 4.38 2.45
C 2.14 3.31 2.12
C 2.75 1.95 1.78
C 1.70 0.91 1.40
N 0.87 0.55 2.52
C 0.60 -0.73 2.84
O 1.12 -1.68 2.30
C -0.44 -0.90 3.94
C -1.82 -0.45 3.42
N -1.98 -0.82 2.03
C -1.78 0.08 1.03
O -1.75 1.28 1.24
C -1.60 -0.52 -0.32
C -2.21 0.05 -1.42
C -2.02 -0.48 -2.70
O -2.71 0.18 -3.66
C -2.66 -0.21 -5.01
C -1.16 -1.58 -2.87
O -0.92 -2.08 -4.13
C -1.21 -3.45 -4.33
C -0.50 -2.11 -1.74
O 0.38 -3.12 -1.99
C 1.11 -3.66 -0.91
C -0.73 -1.60 -0.48
H 4.41 6.82 1.98
H 5.53 6.27 0.74
H 5.65 5.64 2.39
H 4.58 3.99 0.85
H 3.32 5.17 0.46
H 3.86 3.99 3.22
H 2.67 5.25 2.87
H 1.53 3.65 1.28
H 1.48 3.20 2.98
H 3.33 1.59 2.63
H 3.43 2.06 0.93
H 1.07 1.30 0.59
H 2.18 0.00 1.06
H 0.29 1.28 2.90
H -0.46 -1.95 4.21
H -0.17 -0.31 4.82
H -1.92 0.63 3.45
H -2.62 -0.90 4.01
H -1.90 -1.80 1.80
H -2.85 0.90 -1.30
H -3.26 0.54 -5.54
H -1.64 -0.21 -5.40
H -3.10 -1.20 -5.17
H -0.53 -4.10 -3.77
H -2.25 -3.68 -4.05
H -1.08 -3.62 -5.40
H 1.69 -2.89 -0.38
H 1.79 -4.38 -1.35
H 0.46 -4.17 -0.19
H -0.20 -1.99 0.37
*
```

As for the molecular weight: 366.5 Da. As for the orbital gap: 9.162 eV. Its energy relative to the best compared isomer or geometry (same formula, charge and spin) is 20.2 kJ/mol. As for the highest occupied orbital energy: -8.362 eV.


Computed, not measured: a structure of composition C16H19FeN2O4S in a non-equilibrium geometry, with the ωB97M-V functional and the def2-TZVPD basis.

ORCA input file:
```
! RIJCOSX wB97M-V def2-TZVPD def2/J DEFGRID3
* xyz 1 5
C 2.61 -3.02 -2.13
O 1.42 -3.67 -1.64
C 0.67 -2.97 -0.70
C 1.16 -1.76 -0.15
C 0.02 -0.73 0.11
C -1.45 -1.07 -0.13
C -1.70 -2.43 -0.42
C -0.68 -3.40 -0.53
Fe 2.83 -3.07 0.97
C 2.37 -2.27 2.44
O 1.81 -1.60 3.22
C 4.49 -3.31 1.47
O 5.50 -3.74 1.87
C 2.30 -4.62 1.62
O 2.20 -5.60 2.25
H 3.40 -2.81 -1.36
H 3.02 -3.72 -2.89
H 2.32 -2.07 -2.62
H 2.06 -1.26 -0.56
H 0.07 -0.37 1.17
H 0.24 0.16 -0.53
H -2.21 -0.33 0.21
H -2.72 -2.79 -0.52
H -0.89 -4.47 -0.57
C -2.70 3.27 -1.72
C -2.31 1.82 -1.74
N -1.94 1.30 -0.42
C -1.63 2.13 0.53
N -1.46 3.47 0.32
C -1.66 4.07 -0.98
C -0.64 4.21 1.27
C -0.47 3.31 2.48
S -1.30 1.73 2.19
H -2.79 3.68 -2.73
H -3.69 3.39 -1.24
H -3.10 1.18 -2.17
H -1.44 1.73 -2.41
H -0.69 4.07 -1.52
H -1.94 5.14 -0.84
H 0.34 4.44 0.81
H -1.14 5.16 1.53
H 0.60 3.08 2.65
H -0.89 3.77 3.39
*
```

As for the molecular weight: 391.2 Da. As for the orbital gap (spin up / spin down): 6.623 / 4.782 eV. Its energy relative to the best compared isomer or geometry (same formula, charge and spin) is 0.0 kJ/mol. As for the highest occupied orbital energy (spin up / spin down): -10.297 / -10.914 eV.